(1)
{
  "formula": "C34H74N4O6",
  "method": "wB97M-V/def2-TZVPD",
  "species": ["C", "C", "C", "N", "C", "C", "C", "C", "C", "H", "H", "H", "H", "H", "H", "H", "H", "H", "H", "H", "H", "H", "H", "H", "H", "H", "H", "C", "C", "C", "N", "C", "C", "C", "C", "C", "H", "H", "H", "H", "H", "H", "H", "H", "H", "H", "H", "H", "H", "H", "H", "H", "H", "H", "C", "C", "C", "N", "C", "C", "C", "C", "C", "H", "H", "H", "H", "H", "H", "H", "H", "H", "H", "H", "H", "H", "H", "H", "H", "H", "H", "C", "C", "C", "N", "C", "C", "C", "C", "C", "H", "H", "H", "H", "H", "H", "H", "H", "H", "H", "H", "H", "H", "H", "H", "H", "H", "H", "O", "C", "O", "O", "H", "O", "C", "O", "O", "H"],
  "xyz": [[-0.547, -2.285, -3.590], [0.839, -2.630, -3.095], [1.587, -1.479, -2.418], [2.874, -1.979, -1.804], [3.829, -2.562, -2.800], [3.614, -0.794, -1.140], [4.541, -1.428, -0.119], [3.739, -2.602, 0.429], [2.724, -2.968, -0.652], [-1.021, -3.157, -4.045], [-0.548, -1.483, -4.330], [-1.254, -2.030, -2.799], [1.439, -3.003, -3.928], [0.801, -3.421, -2.343], [0.993, -1.140, -1.567], [1.839, -0.621, -3.040], [3.352, -3.453, -3.210], [4.810, -2.838, -2.430], [3.918, -1.904, -3.664], [4.017, -0.260, -1.999], [2.855, -0.152, -0.692], [5.434, -1.814, -0.609], [4.759, -0.642, 0.600], [4.405, -3.418, 0.693], [3.236, -2.200, 1.308], [2.911, -3.999, -0.945], [1.711, -2.839, -0.275], [1.879, 2.389, 5.609], [2.369, 1.138, 4.841], [1.252, 0.101, 4.646], [1.279, -1.135, 5.495], [1.093, -0.763, 6.925], [2.510, -1.984, 5.285], [2.163, -3.007, 4.181], [0.639, -2.901, 3.984], [0.134, -2.060, 5.116], [2.756, 2.777, 6.133], [1.139, 2.103, 6.352], [1.573, 3.226, 4.986], [3.295, 0.810, 5.311], [2.600, 1.361, 3.797], [1.182, -0.245, 3.611], [0.304, 0.599, 4.852], [0.234, -0.124, 7.115], [1.970, -0.185, 7.222], [1.053, -1.628, 7.583], [2.707, -2.497, 6.225], [3.390, -1.387, 5.068], [2.458, -4.003, 4.513], [2.763, -2.850, 3.290], [0.139, -3.867, 3.996], [0.451, -2.363, 3.049], [0.073, -2.759, 5.954], [-0.774, -1.488, 4.959], [3.014, 2.528, -2.041], [2.034, 2.690, -3.202], [0.749, 3.464, -3.012], [-0.244, 3.327, -4.160], [-1.383, 4.272, -3.889], [-0.784, 1.902, -4.248], [-0.803, 1.540, -5.740], [-0.575, 2.886, -6.480], [0.345, 3.625, -5.517], [3.298, 3.533, -1.709], [3.971, 2.134, -2.370], [2.508, 2.080, -1.187], [1.777, 1.702, -3.613], [2.553, 3.034, -4.105], [0.788, 4.526, -2.779], [0.208, 3.018, -2.169], [-2.077, 4.380, -4.723], [-0.921, 5.248, -3.765], [-1.956, 3.936, -3.025], [-1.792, 2.026, -3.862], [-0.222, 1.198, -3.645], [-1.735, 1.080, -6.065], [-0.040, 0.808, -6.012], [-1.559, 3.326, -6.632], [-0.081, 2.757, -7.440], [0.430, 4.702, -5.634], [1.309, 3.156, -5.705], [-3.413, -2.153, 3.792], [-3.088, -1.431, 2.490], [-4.411, -1.084, 1.796], [-4.219, -0.415, 0.450], [-3.928, 1.048, 0.585], [-3.135, -1.063, -0.424], [-3.559, -0.852, -1.878], [-5.040, -0.431, -1.837], [-5.465, -0.592, -0.379], [-3.957, -1.609, 4.562], [-2.519, -2.596, 4.234], [-4.038, -3.026, 3.570], [-2.402, -2.002, 1.865], [-2.506, -0.511, 2.621], [-5.113, -0.440, 2.316], [-4.818, -2.076, 1.588], [-3.938, 1.525, -0.391], [-2.970, 1.067, 1.100], [-4.734, 1.531, 1.137], [-2.203, -0.564, -0.168], [-3.190, -2.118, -0.165], [-2.935, -0.104, -2.362], [-3.440, -1.806, -2.388], [-5.179, 0.574, -2.231], [-5.579, -1.101, -2.504], [-6.205, 0.154, -0.099], [-5.890, -1.590, -0.290], [0.055, 0.654, -0.291], [0.173, 0.257, 1.010], [1.024, -0.626, 1.264], [-0.687, 0.679, 1.823], [-0.590, 1.394, -0.238], [-1.564, 3.735, 1.136], [-1.847, 3.877, -0.209], [-1.733, 2.794, -0.882], [-2.198, 4.957, -0.679], [-1.058, 2.910, 1.174]],
  "lumo_energy_ev": -3.79,
  "multiplicity": 1,
  "total_charge": 2,
  "e_tot_ev": -54690.7440,
  "homo_ha": -0.43222,
  "de_lowest_kcal_mol": 0.00
}

=====

(2)
{
  "formula": "C54H78Br18O36",
  "method": "wB97M-V/def2-TZVPD",
  "species": ["C", "C", "C", "O", "C", "O", "O", "H", "H", "H", "H", "H", "H", "C", "C", "C", "O", "C", "O", "O", "H", "H", "H", "H", "H", "H", "C", "C", "C", "O", "C", "O", "O", "H", "H", "H", "H", "H", "H", "C", "C", "C", "O", "C", "O", "O", "H", "H", "H", "H", "H", "H", "C", "C", "C", "O", "C", "O", "O", "H", "H", "H", "H", "H", "H", "C", "C", "C", "O", "C", "O", "O", "H", "H", "H", "H", "H", "H", "C", "C", "C", "O", "C", "O", "O", "H", "H", "H", "H", "H", "H", "C", "C", "C", "O", "C", "O", "O", "H", "H", "H", "H", "H", "H", "C", "C", "C", "O", "C", "O", "O", "H", "H", "H", "H", "H", "H", "C", "C", "C", "O", "C", "O", "O", "H", "H", "H", "H", "H", "H", "C", "C", "C", "O", "C", "O", "O", "H", "H", "H", "H", "H", "H", "C", "C", "C", "O", "C", "O", "O", "H", "H", "H", "H", "H", "H", "C", "Br", "Br", "Br", "H", "C", "Br", "Br", "Br", "H", "C", "Br", "Br", "Br", "H", "C", "Br", "Br", "Br", "H", "C", "Br", "Br", "Br", "H", "C", "Br", "Br", "Br", "H"],
  "xyz": [[3.924, -2.473, -0.873], [4.396, -1.596, -1.978], [5.405, -0.421, -1.688], [6.687, -0.962, -1.947], [6.501, -2.117, -2.694], [7.366, -2.776, -3.095], [5.218, -2.367, -2.805], [3.454, -1.920, -0.061], [4.670, -3.132, -0.375], [3.097, -3.106, -1.268], [3.633, -1.040, -2.502], [5.518, 0.055, -0.734], [5.249, 0.381, -2.426], [-2.473, -4.544, -3.955], [-2.173, -4.530, -2.527], [-1.680, -5.906, -2.086], [-0.341, -5.693, -1.690], [0.093, -4.419, -1.907], [1.225, -4.040, -1.939], [-0.927, -3.685, -2.304], [-2.600, -3.578, -4.348], [-3.360, -5.153, -4.122], [-1.623, -5.052, -4.473], [-3.042, -4.141, -1.957], [-1.565, -6.575, -2.944], [-2.356, -6.337, -1.380], [8.037, 3.567, -2.813], [7.018, 3.042, -1.867], [6.495, 4.063, -0.838], [5.141, 4.128, -1.117], [4.803, 3.368, -2.169], [3.779, 3.393, -2.704], [5.859, 2.636, -2.566], [8.953, 3.858, -2.313], [7.610, 4.374, -3.339], [8.366, 2.785, -3.543], [7.413, 2.149, -1.353], [6.955, 5.033, -0.932], [6.605, 3.637, 0.174], [-7.820, 0.039, -1.875], [-8.444, 1.200, -1.089], [-9.820, 1.702, -1.520], [-10.745, 0.768, -0.841], [-10.056, 0.315, 0.245], [-10.505, -0.398, 1.061], [-8.817, 0.733, 0.185], [-8.650, -0.618, -2.186], [-7.151, -0.494, -1.238], [-7.386, 0.356, -2.816], [-7.718, 1.896, -0.829], [-9.885, 1.583, -2.579], [-10.075, 2.730, -1.289], [2.732, 6.357, 3.639], [3.487, 6.031, 2.317], [3.136, 4.626, 1.802], [2.628, 4.890, 0.493], [2.501, 6.260, 0.317], [1.904, 6.751, -0.605], [3.115, 6.934, 1.304], [1.641, 6.136, 3.512], [3.044, 7.322, 4.066], [3.073, 5.564, 4.365], [4.638, 6.062, 2.390], [2.396, 4.199, 2.474], [4.062, 3.961, 1.692], [2.427, 0.085, -7.390], [2.242, -0.825, -6.234], [2.933, -0.255, -4.993], [1.860, -0.095, -4.045], [0.747, -0.503, -4.637], [-0.334, -0.400, -4.107], [0.900, -0.986, -5.862], [3.402, 0.389, -7.523], [1.790, 0.957, -7.282], [2.024, -0.271, -8.354], [2.656, -1.766, -6.461], [3.344, 0.732, -5.114], [3.687, -0.991, -4.595], [1.934, -5.941, 2.018], [0.724, -5.182, 2.544], [0.159, -4.195, 1.542], [-0.787, -4.980, 0.851], [-1.135, -5.977, 1.632], [-2.105, -6.679, 1.462], [-0.314, -6.094, 2.695], [1.560, -6.394, 1.042], [2.261, -6.721, 2.721], [2.757, -5.275, 1.786], [0.926, -4.759, 3.480], [1.004, -3.911, 0.853], [-0.369, -3.313, 2.038], [0.781, 3.663, -4.126], [0.828, 4.864, -3.183], [0.815, 6.153, -3.955], [0.055, 7.036, -3.122], [-0.618, 6.277, -2.230], [-1.538, 6.655, -1.553], [-0.280, 5.019, -2.274], [0.981, 2.766, -3.573], [1.577, 3.881, -4.806], [-0.161, 3.549, -4.696], [1.642, 4.780, -2.511], [0.223, 6.063, -4.894], [1.818, 6.524, -4.020], [-3.807, -0.080, 5.419], [-3.272, -1.002, 4.399], [-2.310, -0.382, 3.345], [-1.369, -1.476, 3.242], [-1.438, -2.278, 4.299], [-0.669, -3.164, 4.426], [-2.418, -1.947, 5.075], [-2.939, 0.369, 5.950], [-4.574, -0.589, 6.021], [-4.270, 0.690, 4.856], [-4.035, -1.586, 3.894], [-1.852, 0.525, 3.654], [-2.854, -0.216, 2.449], [-5.173, -4.814, 4.545], [-4.328, -5.369, 3.386], [-5.133, -5.895, 2.240], [-5.150, -4.816, 1.345], [-4.073, -4.035, 1.608], [-3.685, -3.214, 0.828], [-3.517, -4.332, 2.776], [-4.503, -4.650, 5.419], [-5.862, -5.623, 4.859], [-5.686, -3.884, 4.235], [-3.650, -6.126, 3.687], [-6.148, -5.990, 2.613], [-4.649, -6.766, 1.742], [0.426, -1.098, -0.082], [0.818, 0.051, -0.938], [0.255, 1.401, -0.384], [1.320, 2.027, 0.273], [2.492, 1.348, -0.143], [3.557, 1.690, 0.276], [2.262, 0.282, -0.826], [0.981, -2.016, -0.339], [-0.671, -1.295, -0.249], [0.639, -0.815, 0.980], [0.620, 0.027, -1.976], [-0.472, 1.172, 0.445], [-0.236, 1.945, -1.161], [-0.898, 6.159, 2.254], [-1.882, 5.228, 1.523], [-1.381, 3.930, 0.914], [-1.880, 2.903, 1.827], [-2.802, 3.454, 2.666], [-3.572, 2.821, 3.345], [-2.868, 4.790, 2.519], [-0.612, 5.738, 3.238], [-1.361, 7.113, 2.411], [-0.012, 6.449, 1.660], [-2.475, 5.779, 0.804], [-0.259, 3.885, 0.784], [-1.699, 3.798, -0.099], [2.989, -5.563, -4.041], [1.560, -6.891, -4.177], [2.814, -4.055, -5.255], [4.740, -6.217, -4.270], [2.863, -4.980, -3.098], [-7.472, -0.548, 2.696], [-7.359, -0.538, 4.520], [-7.926, -2.259, 1.927], [-5.954, 0.321, 1.797], [-8.283, 0.069, 2.368], [6.593, 1.297, 3.801], [6.191, 2.862, 4.854], [8.298, 1.308, 3.154], [5.232, 1.063, 2.397], [6.507, 0.411, 4.426], [1.092, 1.414, 5.618], [0.870, 3.026, 6.743], [0.909, 1.717, 3.711], [0.094, -0.075, 6.137], [2.171, 1.242, 5.639], [2.672, -2.936, 5.159], [3.283, -1.813, 6.569], [3.517, -4.628, 5.193], [2.881, -2.144, 3.442], [1.595, -2.992, 5.304], [-3.057, 0.231, -2.715], [-4.127, -0.587, -4.067], [-3.399, -0.667, -1.043], [-3.231, 2.151, -2.579], [-2.022, -0.023, -2.912]],
  "lumo_energy_ev": -0.26,
  "multiplicity": 1,
  "e_tot_ev": -1391739.0829,
  "homo_ha": -0.36887
}

=====

(3)
{
  "formula": "C24H37BF7NS",
  "method": "wB97M-V/def2-TZVPD",
  "species": ["C", "C", "C", "C", "C", "C", "B", "N", "C", "S", "C", "F", "F", "C", "F", "F", "C", "F", "F", "F", "C", "C", "H", "H", "H", "H", "H", "H", "H", "H", "H", "C", "C", "C", "C", "C", "C", "H", "H", "H", "H", "H", "H", "H", "H", "H", "H", "H", "H", "H", "H", "C", "C", "C", "C", "C", "C", "H", "H", "H", "H", "H", "H", "H", "H", "H", "H", "H", "H", "H", "H"],
  "xyz": [[-1.876, -7.400, -1.049], [-2.042, -5.809, -0.995], [-2.201, -5.109, 0.403], [-2.356, -3.566, 0.428], [-2.346, -2.822, -0.926], [-2.454, -1.200, -0.967], [-0.924, -0.707, -1.322], [-0.595, -0.454, -2.759], [-1.028, 0.691, -3.169], [-1.043, 2.287, -3.675], [0.141, -0.572, -0.076], [0.679, 0.743, 0.029], [-0.551, -0.815, 1.173], [1.287, -1.722, -0.150], [0.693, -3.024, -0.046], [2.215, -1.646, 0.926], [2.151, -1.683, -1.509], [2.302, -0.402, -2.067], [1.670, -2.594, -2.500], [3.456, -2.169, -1.174], [-2.202, -3.507, -2.323], [-2.060, -5.047, -2.346], [-0.804, -7.759, -0.890], [-2.239, -7.734, -2.091], [-2.520, -7.831, -0.204], [-2.168, -5.701, 1.373], [-2.478, -2.941, 1.383], [-2.841, -0.758, 0.008], [-3.080, -0.941, -1.884], [-2.192, -2.855, -3.271], [-1.963, -5.548, -3.370], [-2.197, 2.708, 0.012], [-3.624, 2.187, 0.123], [-4.585, 2.840, -0.873], [-4.769, 4.351, -0.709], [-5.262, 4.805, 0.666], [-6.641, 4.265, 1.022], [-2.138, 3.774, 0.243], [-1.549, 2.179, 0.717], [-1.801, 2.548, -0.995], [-3.987, 2.318, 1.147], [-3.617, 1.109, -0.064], [-5.559, 2.344, -0.799], [-4.227, 2.646, -1.891], [-5.479, 4.696, -1.471], [-3.825, 4.860, -0.929], [-5.306, 5.899, 0.673], [-4.545, 4.522, 1.442], [-7.383, 4.570, 0.280], [-6.957, 4.651, 1.994], [-6.643, 3.174, 1.084], [3.467, 1.350, 1.471], [4.655, 1.106, 0.550], [5.535, -0.064, 0.994], [6.205, 0.103, 2.362], [7.093, 1.339, 2.508], [8.282, 1.344, 1.557], [3.787, 1.625, 2.479], [2.854, 2.169, 1.083], [2.837, 0.461, 1.538], [5.250, 2.021, 0.464], [4.277, 0.890, -0.455], [6.302, -0.236, 0.232], [4.927, -0.976, 1.018], [6.807, -0.791, 2.562], [5.438, 0.127, 3.143], [7.471, 1.373, 3.536], [6.506, 2.252, 2.368], [8.907, 0.460, 1.708], [8.901, 2.228, 1.733], [7.963, 1.367, 0.512]],
  "lumo_energy_ev": -0.73,
  "multiplicity": 1,
  "smiles": "Cc1ccc(CB(N=C=S)C(F)(F)C(F)(F)C(F)(F)F)cc1.CCCCCC.CCCCCC",
  "e_tot_ev": -57507.8148,
  "homo_ha": -0.31567
}

=====

| no. | orbital gap (Ha) |
| --- | --- |
| 1 | 0.2929 |
| 2 | 0.3594 |
| 3 | 0.2889 |